# 1
# C29H20F5INOPRuS2Te

C29H20F5INOPRuS2Te as an isolated structure (wB97M-V/def2-TZVPD, OMol25).

Geometry (Å):
1 C 1.3413 -2.2029 3.0160
2 C 4.7456 2.1025 -0.8107
3 H 1.3056 5.1019 -0.8124
4 C -1.2963 1.6845 2.8977
5 H 0.2979 0.8289 1.7359
6 H -1.0015 2.1758 -5.5821
7 C 2.9453 0.0516 -1.2243
8 P -0.4959 0.7065 -0.9136
9 C 0.8530 -2.7500 5.3226
10 S -2.5987 -2.3588 3.2531
11 F -1.2510 -5.6426 -2.8882
12 C -2.5694 2.2426 2.8603
13 C -2.6650 1.9212 0.4754
14 H -1.1998 -2.9522 5.9196
15 C 2.3975 1.3405 -1.0241
16 H 5.4326 2.9304 -0.6969
17 C -0.5131 -2.7364 5.1133
18 C -0.7605 1.5104 -3.5667
19 C -0.0433 -2.1575 2.7855
20 C -1.4836 1.7263 -4.7254
21 C -3.2487 2.3567 1.6563
22 H -4.4858 0.4752 -3.7675
23 C 4.2907 -0.2102 -1.1600
24 C -0.7025 1.2499 1.7286
25 H -3.1985 2.0285 -0.4596
26 C -1.3867 1.3690 0.5131
27 F 0.4727 -3.7894 -0.0685
28 C -1.9638 -1.9456 1.6846
29 H -3.0270 2.5977 3.7731
30 Ru -0.5835 -1.5962 -0.7132
31 H 0.2839 1.7882 -3.5194
32 C -3.4469 0.7679 -3.7052
33 H -0.3799 3.3172 -0.8956
34 C -2.7337 0.5368 -2.5430
35 C 3.3618 2.3881 -0.8607
36 C -0.9720 -2.4437 3.8363
37 C 1.7735 -2.5086 4.2776
38 F -1.9050 -4.3893 -0.3425
39 H -3.3816 1.5354 -5.7043
40 N -0.6394 -1.8638 1.6168
41 I 1.7840 -1.6394 -1.8636
42 C -2.8244 1.3658 -4.7933
43 H 4.6525 -1.2188 -1.3132
44 H 1.2325 -2.9561 6.3137
45 O -0.9535 -3.0151 -2.4030
46 H 2.0166 -2.0274 2.1897
47 Te -0.4801 -4.5497 -1.6138
48 H -0.7644 1.6171 3.8371
49 H 6.2647 0.6025 -0.8859
50 C 0.6706 3.0514 -0.9089
51 C 5.2076 0.8231 -0.9276
52 C 2.9458 3.7338 -0.7791
53 H 3.7036 4.4992 -0.6770
54 C -1.3943 0.9447 -2.4571
55 C 1.0239 1.7135 -0.9865
56 H -3.2164 0.0512 -1.7058
57 H -4.2326 2.8043 1.6337
58 C 1.6225 4.0696 -0.8413
59 H 2.8338 -2.5740 4.4750
60 F -0.1055 -6.1211 -0.6914
61 S -2.8040 -1.6627 0.2543
62 F 1.2487 -4.6986 -2.3375

## Properties
Largest force on an atom   4.131 eV/Å
Net charge   +2
Frontier orbital gap (alpha / beta)   0.162 / 0.153 Ha
LUMO level (alpha / beta)   -9.7 / -10.0 eV
Multiplicity   1
Highest occupied orbital energy (alpha / beta)   -14.129 / -14.125 eV
Energy above the lowest of the compared OMol25 structures with the same formula, charge and spin   23.0 kcal per mole

# 2
# C29H21Cl2EuF3N4S2

C29H21Cl2EuF3N4S2 as an isolated structure (wB97M-V/def2-TZVPD, OMol25).

Geometry (Å):
1 F 1.2344 -5.5112 0.5531
2 N -0.9710 -0.1627 1.8118
3 H -0.4154 4.6115 -5.6068
4 F 3.0016 -5.8369 -0.6335
5 C -4.3835 -1.4160 1.5347
6 C -5.3021 -1.7191 0.5408
7 H -1.6487 4.7825 -1.5058
8 S -0.0693 0.4034 -3.1678
9 C -2.1038 -0.6690 2.2152
10 H -2.9294 -0.1212 -2.7657
11 H 1.8158 1.5752 -1.5589
12 C -1.2675 4.2415 -2.3612
13 C -3.6013 -1.2466 -1.0755
14 F 3.1680 -5.5256 1.4968
15 H -3.9384 -1.5126 -3.1710
16 H -1.7181 -0.5294 5.6337
17 C -1.0462 4.8747 -3.5694
18 C 1.1187 0.8529 2.3186
19 C -0.5778 4.1407 -4.6471
20 H 4.0493 2.2193 3.4133
21 H -6.3106 -2.0115 0.8007
22 H 0.4002 0.4366 4.9396
23 N 1.2061 1.1622 0.9608
24 C 2.2337 2.3297 -0.8897
25 H -1.2411 5.9332 -3.6699
26 C -3.1604 -1.1537 -2.5016
27 C -0.9991 2.8885 -2.2611
28 C -0.3108 2.7887 -4.5127
29 H 1.6364 3.2385 -1.0045
30 H 4.8029 -3.9756 0.4069
31 H -2.2628 -1.7474 -2.6779
32 C -3.1014 -1.0392 1.1766
33 C 2.4944 -5.1350 0.3960
34 Cl 0.2717 1.9415 -5.8984
35 H 5.3888 -1.5878 -0.0436
36 C 4.3639 -1.9271 -0.0581
37 C 3.2483 2.3255 1.4112
38 H 3.5431 -0.0269 -0.5887
39 H 2.1642 0.9088 4.2575
40 C -0.0151 0.2512 2.7632
41 Cl -1.3523 2.1590 -0.6918
42 Eu -0.2478 -0.3534 -0.5723
43 N 2.0537 -1.4279 -0.3683
44 C 2.1870 1.2108 3.2244
45 H 3.2471 2.5611 -1.2153
46 C -1.4822 -0.4224 4.5845
47 H -3.3386 -1.2805 3.9123
48 C -0.4927 2.1013 -3.2959
49 C 2.7083 -3.6562 0.1624
50 C 3.2400 1.9391 2.7529
51 S -0.0087 -3.0329 -0.1499
52 H 4.0524 2.9290 1.0139
53 C 2.2104 1.9007 0.5440
54 C 4.0299 -3.2492 0.1911
55 C 3.3360 -1.0611 -0.3429
56 H -4.6837 -1.4679 2.5677
57 C -2.4106 -0.8321 3.6032
58 H -5.5870 -1.8836 -1.5742
59 C -4.9042 -1.6419 -0.7722
60 N -2.7233 -0.9373 -0.1145
61 C 1.7032 -2.7132 -0.1157
62 C -0.3050 0.1073 4.1953

## Properties
Largest force on an atom   1.083 eV/Å
Net charge   +1
Frontier orbital gap (alpha / beta)   0.218 / 0.146 Ha
LUMO level (alpha / beta)   -3.5 / -6.5 eV
Multiplicity   7
Highest occupied orbital energy (alpha / beta)   -9.433 / -10.450 eV
Energy above the lowest of the compared OMol25 structures with the same formula, charge and spin   105.5 kcal per mole
⟨S²⟩   12.05

# 3
# C29H21ClIN4O5STc

C29H21ClIN4O5STc as an isolated structure (wB97M-V/def2-TZVPD, OMol25).

Geometry (Å):
1 C -0.5841 3.3275 1.2694
2 H 3.9452 -0.9821 -4.8818
3 H 1.6101 0.8220 0.6043
4 H 1.9685 -2.2824 1.3774
5 C -3.3525 -2.9018 -3.4815
6 S -5.9085 0.4640 0.6574
7 H 1.4178 -0.0527 5.0076
8 C 2.3581 -1.0765 -3.4310
9 H 2.9031 2.7292 -2.9695
10 C -3.5249 1.2534 0.8088
11 O 1.0459 1.7617 -1.4904
12 C 1.6454 4.1425 1.4301
13 C 2.0129 -0.7360 4.4031
14 H -2.6139 3.9475 1.4621
15 H -4.2996 -4.2095 -2.0434
16 C 3.9793 -2.1048 4.1150
17 C 1.5588 -0.3768 -2.5106
18 C -0.1339 2.0485 0.9426
19 C 2.7583 1.6627 -3.1063
20 C 0.4994 -1.0938 -1.7089
21 C 1.5425 -1.1058 3.1318
22 H 4.3026 1.4635 -4.5920
23 H -5.1337 2.7379 1.2087
24 C -3.1092 -2.6749 -1.1161
25 C 3.5341 -2.4867 2.8506
26 N -1.1869 1.1870 0.7481
27 O -0.1291 -0.9487 1.4418
28 N -1.9526 3.2123 1.2666
29 H 0.4104 1.1213 -1.0647
30 H -3.3163 -2.9891 -0.0966
31 H -2.1527 -1.9963 1.0997
32 O 0.3549 -2.3421 -1.8883
33 C -3.6544 -3.3515 -2.1975
34 H 3.5549 -0.9227 5.8817
35 C -4.7978 1.7443 0.9551
36 H -0.0979 5.3886 1.7732
37 H -1.3691 -0.3201 -2.5600
38 H 2.2029 -2.1469 -3.5591
39 H 4.1089 -3.1661 2.2294
40 H -3.7643 -3.4108 -4.3479
41 C 1.7798 1.0013 -2.3656
42 N -3.3821 -0.0646 0.4781
43 I 5.7824 -2.8440 4.8426
44 H 3.1988 2.6994 1.0415
45 C 3.2240 -1.2308 4.8950
46 H 2.3531 4.9479 1.6171
47 C 2.1268 2.8715 1.1046
48 Tc -1.5463 -0.6677 0.2933
49 C 0.2270 -0.5665 2.6010
50 C -4.5809 -0.5935 0.3691
51 C 3.5407 0.9507 -4.0143
52 C -2.5211 -1.7980 -3.6349
53 C -2.2476 1.9228 0.9513
54 O -0.4194 0.2267 3.3555
55 C 2.3221 -1.9881 2.3648
56 O -0.1722 -0.3649 -0.9038
57 C 3.3409 -0.4194 -4.1771
58 C 1.2454 1.8113 0.8574
59 N -2.2985 -1.5999 -1.2342
60 C -2.0225 -1.1851 -2.4952
61 Cl -2.1247 -1.2124 -5.1985
62 H -4.7309 -1.6342 0.1130
63 C 0.2723 4.4014 1.5205

## Properties
Largest force on an atom   6.276 eV/Å
Net charge   +1
Frontier orbital gap (alpha / beta)   0.217 / 0.213 Ha
LUMO level (alpha / beta)   -4.5 / -4.6 eV
Multiplicity   2
Highest occupied orbital energy (alpha / beta)   -10.421 / -10.420 eV
⟨S²⟩   0.86

# 4
# C29H21CrF9IN7O4S2

C29H21CrF9IN7O4S2 as an isolated structure (wB97M-V/def2-TZVPD, OMol25).

Geometry (Å):
1 H 4.2749 -0.8583 0.0053
2 H -4.5643 -3.0325 1.1244
3 H 5.1322 1.4315 -1.0463
4 H -1.6237 1.0161 -3.6608
5 F 0.2111 -2.1973 -5.0383
6 N -0.7973 -0.1936 -0.6469
7 C -5.4030 -1.1225 1.5326
8 F 0.9759 0.3668 6.7895
9 H 0.8616 3.1532 0.7893
10 H -6.4211 -1.4831 1.6094
11 Cr -0.7213 0.2988 1.3827
12 C 5.7641 -1.0101 -4.5432
13 C -2.7346 -0.1724 1.3810
14 O 2.0677 0.8829 4.0142
15 C -0.7809 -1.3405 -4.7608
16 C -1.6533 -2.4679 4.0998
17 I -1.7223 2.8472 1.3765
18 C -1.2634 0.6348 -1.5896
19 C -5.1526 0.2605 1.6952
20 N 2.0893 0.6797 -3.8625
21 C -4.6693 3.0191 1.9079
22 H 6.3406 0.0631 -2.7761
23 N 3.6456 1.1869 -2.4678
24 N 2.3437 1.3479 -2.8048
25 S 0.7707 0.3368 4.2050
26 C -3.0489 -1.4954 1.1942
27 H -2.2691 -2.2248 1.0065
28 C -0.7521 -0.9212 -3.3084
29 C 2.2585 -0.5708 0.8795
30 C 4.2538 0.3412 -3.3527
31 F -1.0605 0.4447 6.0578
32 C 1.6351 2.9075 0.0702
33 F -2.3167 -3.3546 3.3721
34 H 1.2584 3.0416 -0.9442
35 N 0.7457 -1.2270 4.3415
36 C 5.5475 -0.1765 -3.4716
37 F -1.4829 -2.9283 5.3277
38 C 3.4810 -0.8074 -5.3517
39 C 0.1783 0.8704 5.8664
40 C 3.2429 0.0355 -4.2602
41 F 0.2069 2.1955 5.9142
42 F -1.9397 -1.9549 -5.0377
43 C 4.0824 1.6786 -1.1803
44 N 3.2892 1.0519 -0.1428
45 C -1.2548 0.3106 -2.9309
46 C -0.3185 -1.3866 -1.0207
47 C -3.6617 2.1328 1.6880
48 H -6.7947 3.1994 2.2397
49 C 4.7478 -1.3216 -5.4746
50 C -3.8167 0.7325 1.5943
51 H 4.9832 -1.9763 -6.3022
52 C -6.2085 1.1740 1.9397
53 F -0.6681 -0.2934 -5.5800
54 C 2.0889 1.5102 0.2885
55 C -0.2781 -1.7881 -2.3411
56 H -1.6577 1.5821 -1.2522
57 O 0.6303 -3.4690 3.2777
58 F -2.3283 -1.3269 4.1340
59 H 2.4486 3.6129 0.2367
60 C 3.4008 -0.2712 0.2279
61 O -0.2403 -1.5583 2.0486
62 O -0.2935 0.8373 3.3123
63 C -5.9802 2.5132 2.0537
64 C -4.3753 -1.9762 1.2664
65 S 0.0166 -2.1944 3.3588
66 H 2.6971 -1.0342 -6.0613
67 H -7.2147 0.7837 2.0289
68 H 0.1207 -2.7588 -2.5989
69 H 3.9659 2.7572 -1.1249
70 H 1.9885 -1.4976 1.3489
71 N 1.4286 0.5443 0.8986
72 H -4.4867 4.0833 1.9652
73 H 6.7474 -1.4382 -4.6850
74 H 0.0332 -2.0361 -0.2323

## Properties
Largest force on an atom   0.430 eV/Å
Net charge   +1
Frontier orbital gap (alpha / beta)   0.265 / 0.285 Ha
LUMO level (alpha / beta)   -3.6 / -3.2 eV
Multiplicity   4
Highest occupied orbital energy (alpha / beta)   -10.854 / -10.987 eV
⟨S²⟩   3.82

no.,E (eV)
1,-96441.2289
2,-110566.2440
3,-80261.2749
4,-131679.7354